The following is a DFT calculation (ωB97M-V/def2-TZVPD) of an isolated ion of composition C4H11N2O and charge +1.

Results
* SMILES: C[NH2+][C@@H](C)C(N)=O
* E_LUMO: -3.2 eV
* gap between HOMO and LUMO: 11.08 eV
* total charge: +1
* ΔE to the lowest compared entry with this formula, charge and spin: 1.782 eV

The geometry in XYZ format:
```
18
Properties=species:S:1:pos:R:3:forces:R:3
C -1.02989 -1.58472 1.42730 -1.85 1.04 0.36
N 0.09355 -0.67373 1.07041 0.24 1.32 -0.60
C 0.07983 -0.12247 -0.44347 1.87 -1.25 0.31
C -1.15065 0.74618 -0.68075 -0.79 -0.79 -1.34
C 1.56477 0.55135 -0.65452 -0.64 -0.50 2.42
N 1.68824 1.62353 -1.42313 -1.86 2.20 -3.92
O 2.44531 0.17088 0.10250 -0.68 -0.20 -0.40
H -0.69486 -2.15988 2.25483 0.31 -0.72 0.59
H -1.95722 -1.05741 1.80950 1.22 -0.26 -0.76
H -1.30943 -2.21847 0.59477 0.17 -0.05 -0.15
H 0.93944 -1.30135 1.16726 -0.40 1.84 0.03
H 0.07268 0.19363 1.71578 0.71 -1.99 -1.02
H 0.19148 -1.11177 -0.97165 -0.82 1.10 0.05
H -1.49328 0.66922 -1.79277 0.78 0.28 1.94
H -2.01260 0.32882 -0.09781 0.67 0.58 -0.49
H -0.95293 1.80139 -0.41613 -0.21 -0.58 -0.12
H 2.45390 2.30669 -1.34537 -0.18 -1.16 0.19
H 1.07166 1.83810 -2.31675 1.47 -0.87 2.90
```
Positions in Å, forces in eV/Å.



The following is a DFT calculation (ωB97M-V/def2-TZVPD) of a 2-piece molecular cluster, C3H12NOS overall.

Results
* E_LUMO: -3.6 eV
* gap between HOMO and LUMO: 8.75 eV
* total charge: +1
* ΔE to the lowest compared entry with this formula, charge and spin: 1.860 eV

The geometry in XYZ format:
```
18
Properties=species:S:1:pos:R:3:forces:R:3
C 0.22048 -0.45686 -0.81060 0.94 -0.84 -0.22
C 0.38316 0.50845 0.42892 -1.52 -2.11 -0.40
C 0.74812 1.87681 -0.11904 -0.08 1.23 2.66
S 2.56131 2.43088 0.24989 -1.57 -0.42 -0.11
N 0.52116 -1.84112 -0.32418 0.05 -3.20 -1.98
H 0.87384 -0.35802 -1.73674 -0.70 0.72 1.44
H -0.79986 -0.68976 -1.12168 -0.07 1.57 -0.26
H -0.63920 0.47517 0.96537 1.37 0.42 -1.04
H 1.02454 0.02007 1.21608 0.10 0.84 -1.03
H 0.57820 1.86858 -1.20985 0.14 0.69 0.70
H 0.02065 2.51290 0.50996 1.40 0.00 -1.80
H 2.40755 2.76510 1.56710 -0.18 -0.25 -0.68
H 1.00829 -1.89742 0.54678 0.44 0.05 0.79
H 1.01964 -2.51803 -1.01363 -0.74 1.69 1.25
H -0.40732 -2.26810 -0.23695 0.31 -0.28 0.74
H -3.42227 -0.95535 -0.35189 -0.72 -0.15 -0.99
H -3.34100 -0.58052 1.12494 1.96 -0.98 -2.26
O -2.75730 -0.89278 0.31551 -1.15 1.02 3.18
```
Positions in Å, forces in eV/Å.



The following is a DFT calculation (ωB97M-V/def2-TZVPD) of C26H24N2OP2ReS2 as an isolated structure.

Results
* 2S+1: 2
* E_LUMO (spin up / spin down): -6.9 / -6.8 eV
* expectation value of S²: 0.758
* gap between HOMO and LUMO (spin up / spin down): 6.71 / 7.31 eV
* total charge: +2

The geometry in XYZ format:
```
58
Properties=species:S:1:pos:R:3:forces:R:3
Re 0.24373 0.04843 -2.84883 0.28 0.21 -0.19
S 2.45427 -0.64464 -2.62720 -0.39 0.08 -0.12
P 1.82173 -0.84341 -0.65945 -0.35 0.10 0.31
C 0.18263 -0.27703 -0.96709 0.40 0.08 -0.02
P -0.76188 1.09263 -0.39283 -0.24 -0.51 0.04
S -0.54394 2.13771 -2.18312 0.05 -0.01 -0.13
C -0.29794 1.96298 1.07848 0.08 0.12 0.04
C 0.53427 3.07931 1.01112 0.01 -0.01 0.06
C 0.89995 3.72112 2.18434 0.01 0.00 -0.04
C 0.44864 3.24220 3.40640 -0.01 -0.01 0.02
C -0.37276 2.12139 3.47187 0.01 0.02 0.00
C -0.75748 1.47949 2.30850 0.02 0.03 -0.01
C -2.46723 0.57075 -0.22888 -0.07 0.10 0.09
C -2.85055 -0.75072 -0.44943 -0.02 0.03 -0.02
C -4.19029 -1.10236 -0.34812 0.03 0.01 0.00
C -5.13909 -0.13803 -0.03988 -0.02 0.01 0.00
C -4.75869 1.18230 0.17873 0.02 -0.01 0.00
C -3.42395 1.53929 0.09155 0.02 -0.03 0.00
C 1.94202 -2.48302 -0.00644 0.05 -0.10 0.00
C 0.79929 -3.26718 0.13179 0.03 -0.05 0.01
C 0.91645 -4.55697 0.62772 -0.02 0.03 -0.02
C 2.16678 -5.05524 0.96535 0.02 -0.02 0.01
C 3.30830 -4.27402 0.81783 0.00 0.01 0.00
C 3.20261 -2.98234 0.33425 -0.04 -0.03 0.01
C 2.71630 0.28019 0.39955 0.17 0.04 -0.03
C 3.44641 1.34248 -0.13460 -0.02 -0.01 0.07
C 4.11840 2.20477 0.71810 -0.02 -0.02 -0.02
C 4.05179 2.01175 2.09098 0.01 0.02 0.02
C 3.31367 0.96154 2.62334 -0.01 0.00 0.00
C 2.64789 0.08640 1.78150 0.00 0.02 -0.01
H 0.88146 3.44975 0.05441 0.00 0.00 0.01
H 1.53164 4.59844 2.14365 -0.01 -0.01 0.00
H 0.73165 3.75166 4.31860 -0.01 -0.01 -0.01
H -0.72593 1.76066 4.42860 0.00 0.01 -0.01
H -1.41920 0.62276 2.35484 0.00 0.00 -0.01
H -2.10864 -1.50152 -0.68967 0.00 0.01 0.00
H -4.49138 -2.13087 -0.49894 0.01 0.02 0.00
H -6.18180 -0.41592 0.04185 0.01 0.00 0.00
H -5.50170 1.92792 0.42821 0.01 -0.01 0.00
H -3.12569 2.56479 0.28044 -0.01 -0.01 0.00
H -0.17116 -2.86921 -0.13946 0.01 0.00 0.00
H 0.03590 -5.17318 0.74929 0.01 0.01 0.00
H 2.25542 -6.06323 1.34850 0.00 0.01 0.00
H 4.27768 -4.67246 1.08455 -0.01 0.00 0.00
H 4.08920 -2.36732 0.22988 -0.01 0.00 0.00
H 3.50838 1.48430 -1.20577 0.01 0.00 0.00
H 4.70457 3.01732 0.30986 -0.01 -0.01 0.00
H 4.58885 2.67918 2.75274 -0.01 -0.01 0.00
H 3.27299 0.81348 3.69428 0.00 0.00 -0.01
H 2.09547 -0.74923 2.19503 0.00 0.00 0.00
N -2.81198 -1.33243 -5.38735 -0.02 0.00 -0.04
C -2.33777 -0.49726 -4.47642 0.12 0.05 -0.04
N -3.04437 0.53739 -4.04707 -0.02 -0.07 0.04
O -1.15619 -0.73309 -4.01793 -0.09 -0.07 0.00
H -3.70271 -1.19062 -5.83399 -0.01 -0.01 0.00
H -2.22202 -2.07849 -5.71896 0.00 -0.01 0.02
H -3.97568 0.72184 -4.38184 0.00 0.00 -0.02
H -2.64827 1.15559 -3.35286 0.02 0.03 0.01
```
Positions in Å, forces in eV/Å.



The following is a DFT calculation (ωB97M-V/def2-TZVPD) of C24H19ClN2O2S as an isolated structure.

Results
* E_LUMO: -0.1 eV
* gap between HOMO and LUMO: 8.54 eV
* ΔE to the lowest compared entry with this formula, charge and spin: 1.496 eV

The geometry in XYZ format:
```
49
Properties=species:S:1:pos:R:3:forces:R:3
O 2.24881 0.26279 2.67917 -2.05 1.15 -2.74
Cl -2.31531 4.81809 -2.97664 0.64 -0.54 0.99
N 2.29433 -2.22887 -0.30688 -2.69 -2.06 0.59
O -0.99741 0.69429 2.04519 -0.09 0.09 0.19
S 0.09451 -3.70032 0.13778 -0.57 -0.35 1.32
C 1.49723 0.38914 1.68367 4.35 -1.50 4.78
C 0.98426 -2.28158 -0.27171 3.56 1.91 -1.39
C -5.06791 -0.31487 1.66225 1.12 -1.28 1.80
C 4.85555 -0.55468 -2.35967 0.16 -1.40 -1.26
C -4.12341 -1.29073 1.27406 -0.13 1.78 -0.42
C -4.66460 0.87605 2.30045 -1.79 0.20 -1.83
C 4.72728 0.72637 -1.92142 0.21 1.97 -0.05
C -2.26010 2.40498 -1.76785 -0.36 -2.15 -0.09
C -0.23170 3.53364 -1.63491 1.17 1.93 0.58
C 4.04094 -1.53300 -1.82465 -1.14 4.96 2.30
C -2.78171 -0.88054 1.33093 0.78 -0.04 1.44
C -3.36489 1.23818 2.25152 2.96 1.43 1.56
C 3.87046 1.11086 -0.91571 -2.43 -1.68 0.52
C -1.60398 1.24456 -1.21446 -1.80 1.12 -1.04
C 0.42623 2.51149 -0.99781 -0.94 0.47 0.42
C -1.56920 3.54715 -1.95933 0.36 0.26 -1.11
C 3.03398 -1.20505 -0.84579 1.12 1.42 -0.81
C -2.33537 0.29696 1.96953 -1.04 0.20 -2.04
C 2.86795 0.14040 -0.41008 5.61 -0.29 -3.43
C -0.33058 1.35964 -0.76261 3.24 -1.03 1.45
N 1.81671 0.40235 0.35681 -3.45 1.86 1.77
C 0.87306 -4.10846 1.74287 2.28 -2.22 -3.01
C 0.17970 -1.12380 -0.81715 -0.70 -0.67 -0.58
C 0.09468 -0.05656 1.49114 -2.24 1.53 -0.48
C 0.44205 0.19774 -0.03464 -3.31 -1.82 -1.47
H -6.03963 -0.65846 1.87651 -1.42 -0.14 -0.49
H 5.57879 -0.78816 -3.19911 -0.95 0.16 1.23
H -4.43229 -2.26396 0.84051 0.35 0.81 0.44
H -5.41110 1.66341 2.57749 0.63 -1.06 -0.10
H 5.23850 1.51255 -2.47436 0.31 -0.06 0.46
H -3.24063 2.41885 -2.22765 -0.20 -0.70 0.41
H 0.33421 4.43785 -1.70323 0.19 0.59 -0.54
H 4.26197 -2.44959 -2.07109 0.45 -5.11 -1.14
H -1.98675 -1.53788 1.08481 0.38 -0.93 -0.51
H -3.11530 2.28032 2.57506 0.12 -1.13 -0.21
H 3.86518 2.15507 -0.63866 -0.32 -0.01 0.25
H -2.08076 0.26735 -1.25681 -0.24 0.40 0.35
H 1.43719 2.73482 -0.60936 -0.73 -0.68 -0.36
H 1.49283 -3.33911 2.06230 0.82 1.76 0.53
H 0.21319 -4.39990 2.47630 -1.74 -0.62 1.35
H 1.60854 -4.93650 1.49921 -0.99 0.69 0.62
H -0.87578 -1.47897 -0.67957 0.71 1.00 -0.39
H 0.37387 -1.01607 -1.91269 -0.02 0.03 0.74
H 0.07642 -1.07787 1.87628 -0.19 -0.24 -0.57
```
Positions in Å, forces in eV/Å.



The following is a DFT calculation (ωB97M-V/def2-TZVPD) of a 2-piece molecular cluster, C4H11N3O2 overall.

Results
* SMILES: CN=C(N)N.CC(=O)O
* E_LUMO: 0.4 eV
* gap between HOMO and LUMO: 9.67 eV
* ΔE to the lowest compared entry with this formula, charge and spin: 3.132 eV

The geometry in XYZ format:
```
20
Properties=species:S:1:pos:R:3:forces:R:3
C -0.54060 0.90593 2.13867 1.46 -1.27 -0.52
N -0.34225 -0.12848 1.07460 1.89 -2.85 0.84
C 0.53632 -1.18344 1.16421 -2.46 4.94 -3.23
N 1.56736 -1.27831 2.05778 -0.02 0.53 4.33
N 0.69633 -2.05993 0.05229 -0.43 1.10 2.19
H -0.00344 0.69513 3.07314 -0.58 -0.17 0.15
H -1.60417 1.10111 2.25248 0.08 -0.14 0.26
H -0.04704 1.80027 1.77623 -0.13 0.45 -0.14
H 1.55321 -0.69154 3.05668 -0.48 -1.64 -3.94
H 1.45175 -2.23289 2.35205 1.01 -0.77 0.54
H -0.00138 -2.10763 -0.67227 -0.03 0.10 0.21
H 1.50646 -2.66322 0.02279 -0.30 0.26 -0.03
C -0.15673 1.12350 -2.94401 4.02 -0.10 -4.02
C -1.13840 0.57482 -2.04286 -0.28 2.65 0.14
O -1.94884 -0.20094 -2.47582 -0.41 -0.49 2.06
O -1.07714 1.45005 -0.93341 -0.30 -3.04 1.68
H -0.45930 2.04741 -3.39925 -0.47 1.26 0.97
H -0.11736 0.66857 -4.00314 0.17 -0.67 1.82
H 0.92063 1.26364 -2.56843 -1.78 -0.23 -0.34
H -0.79542 0.91596 0.01826 -0.96 0.06 -2.98
```
Positions in Å, forces in eV/Å.



The following is a DFT calculation (ωB97M-V/def2-TZVPD) of C28H30Br2N2OSTe4Tl as an isolated structure.

Results
* E_LUMO: 1.2 eV
* gap between HOMO and LUMO: 3.41 eV
* total charge: -1
* ΔE to the lowest compared entry with this formula, charge and spin: 1.923 eV

The geometry in XYZ format:
```
69
Properties=species:S:1:pos:R:3:forces:R:3
Tl 0.47691 0.79016 -0.15613 0.49 0.03 -0.42
C -1.97500 1.43100 3.97374 -0.02 0.02 0.02
C -1.40581 2.65388 3.26203 0.04 -0.01 -0.01
C -2.26696 2.97085 2.03461 -0.05 -0.03 -0.01
C 0.05900 2.50173 2.87810 0.00 0.02 0.05
C 0.69413 3.51117 2.15423 -0.02 -0.04 -0.03
C 1.99841 3.36874 1.70534 -0.01 0.02 0.01
C 2.73791 2.22387 1.99579 0.06 0.03 0.05
C 4.14972 2.05718 1.50930 0.01 0.01 -0.02
C 2.12509 1.24020 2.76163 -0.03 -0.04 -0.02
C 0.80830 1.37020 3.18387 -0.04 0.05 0.06
H -3.02665 1.59706 4.21315 0.00 0.00 0.01
H -1.45014 1.21334 4.90505 0.01 0.00 -0.01
H -1.91498 0.54834 3.33218 0.00 0.00 0.00
H -1.47728 3.50439 3.95068 0.00 0.01 -0.02
H -2.21755 2.14972 1.31406 0.02 -0.01 0.01
H -1.94633 3.87665 1.52145 0.01 0.01 0.01
H -3.31106 3.10384 2.32676 0.00 0.01 0.00
H 0.15408 4.42096 1.91587 -0.01 0.00 -0.02
H 2.44842 4.15257 1.10649 0.01 -0.01 0.00
H 4.86395 2.27902 2.30670 -0.01 0.00 0.01
H 4.35622 2.71907 0.66964 -0.01 -0.03 -0.02
H 4.32131 1.03229 1.17904 -0.01 0.00 -0.02
H 2.66669 0.32876 2.98547 0.00 -0.01 -0.02
H 0.35634 0.55132 3.72733 0.02 0.00 0.02
Br -4.32935 5.61323 -2.47231 0.05 -0.11 0.03
C -2.93495 4.38063 -2.10812 0.11 0.51 0.15
C -1.78767 4.82223 -1.46325 -0.31 -0.28 -0.17
C -0.78862 3.88435 -1.29660 0.52 0.14 -0.04
N -0.85678 2.61816 -1.70367 -1.05 -0.29 0.70
C -2.01152 2.17838 -2.22054 0.03 1.30 0.08
C -3.06579 3.06857 -2.48511 0.07 -0.60 -0.06
C -2.10778 0.75705 -2.55972 -0.07 -1.35 -0.22
C -3.28830 0.18137 -3.05903 0.24 0.53 0.19
C -3.25810 -1.13210 -3.45320 -0.09 -0.56 -0.12
Br -4.84738 -1.95369 -4.09475 0.11 0.09 0.01
C -2.09466 -1.88146 -3.37309 -0.19 0.33 0.06
C -1.00970 -1.24989 -2.79092 0.23 -0.14 0.00
N -1.01738 0.00292 -2.36035 -0.28 0.49 -0.29
H -1.67000 5.84234 -1.13205 0.02 0.01 -0.01
H 0.15485 4.17424 -0.84464 -0.01 -0.03 -0.04
H -3.96048 2.74141 -2.99174 -0.02 0.02 0.03
H -4.21080 0.73800 -3.11570 0.02 0.02 -0.09
H -2.04404 -2.90114 -3.72248 0.00 -0.02 0.01
H -0.06814 -1.77627 -2.67055 -0.02 0.03 0.06
Te 2.71780 1.05262 -2.33392 -0.69 -0.16 0.90
Te 3.61304 2.66389 -5.19391 0.10 -0.18 0.17
Te 3.51806 4.17627 -7.32316 -0.10 0.50 -0.66
Te 1.21702 2.83454 -3.77679 0.79 -0.26 -0.35
C -0.37683 -7.51471 1.59891 -0.01 0.00 0.01
C 0.15289 -6.20242 1.08793 0.02 0.00 -0.01
C -0.00492 -5.83700 -0.24580 0.00 0.00 -0.01
C 0.50458 -4.63774 -0.72043 -0.02 0.00 0.03
C 1.18300 -3.79528 0.14635 0.06 -0.03 -0.07
C 1.33465 -4.12607 1.48219 0.01 -0.03 -0.02
C 0.82419 -5.33028 1.94161 -0.02 0.01 0.02
S 1.82739 -2.23065 -0.44754 0.17 0.01 0.12
C 3.30247 -2.86987 -1.24958 -0.08 -0.04 -0.04
O 2.32498 -1.50392 0.75813 -0.07 -0.02 0.04
H -1.04039 -7.98254 0.87264 0.00 0.00 0.00
H -0.92965 -7.38131 2.52952 0.00 0.00 0.00
H 0.43997 -8.21044 1.80167 0.00 0.00 0.00
H -0.54164 -6.49440 -0.91960 0.01 -0.01 0.00
H 0.36900 -4.36068 -1.76019 -0.01 0.00 0.00
H 1.84764 -3.43202 2.13600 0.00 0.00 0.00
H 0.94385 -5.59659 2.98583 0.00 0.00 0.00
H 3.82994 -3.50891 -0.54352 0.03 0.04 0.02
H 3.88999 -1.99349 -1.51895 -0.02 0.00 -0.05
H 3.02486 -3.42365 -2.14597 -0.01 0.02 -0.01
```
Positions in Å, forces in eV/Å.



The following is a DFT calculation (ωB97M-V/def2-TZVPD) of one molecule with the formula CH2N2O3.

Results
* SMILES: [H]/N=[N+](\[O-])OC=O
* E_LUMO: 0.2 eV
* gap between HOMO and LUMO: 11.33 eV
* ΔE to the lowest compared entry with this formula, charge and spin: 2.403 eV

The geometry in XYZ format:
```
8
Properties=species:S:1:pos:R:3:forces:R:3
H 1.37256 1.83310 0.23521 0.88 0.78 0.20
N 0.75109 1.33933 -0.37568 -0.65 0.16 0.24
N 0.91397 0.16167 -0.07013 0.44 -1.61 -0.71
O 1.73109 -0.50076 0.52724 0.03 0.91 0.46
O -0.05386 -0.71234 -0.68572 0.34 0.89 -0.07
C -1.24238 -0.62601 -0.06600 -1.94 -2.97 0.21
O -1.71317 0.08733 0.74790 0.83 1.36 0.23
H -1.75929 -1.58233 -0.31281 0.07 0.48 -0.56
```
Positions in Å, forces in eV/Å.



Table of DFT total energy (hartree), in record order: -343.49865; -649.38230; -2746.83460; -2044.19643; -473.68767; -8060.58272; -374.39084